# 1
{"formula": "C28H38Cl2KN4O9S2Sb", "method": "the ωB97M-V functional and the def2-TZVPD basis", "species": ["K", "C", "N", "C", "C", "O", "C", "O", "C", "C", "O", "N", "C", "C", "H", "H", "H", "H", "H", "H", "H", "H", "H", "H", "H", "H", "H", "H", "H", "H", "Cl", "C", "C", "C", "Cl", "C", "O", "C", "C", "O", "C", "H", "H", "H", "O", "S", "N", "O", "C", "N", "S", "O", "O", "C", "C", "C", "C", "C", "C", "H", "H", "H", "H", "C", "C", "Sb", "C", "C", "C", "C", "H", "H", "H", "H", "H", "H", "H", "H", "H", "H", "H", "H", "H", "H", "H"], "coordinates": [[-0.3580, 0.3273, 0.5720], [-2.6803, -3.9050, 2.1988], [-1.4614, -3.2145, 2.5893], [-1.2547, -2.9392, 4.0039], [-0.8532, -2.3689, 1.7122], [-0.1261, -1.4653, 2.0699], [-1.0877, -2.6591, 0.2244], [-0.2273, -1.8184, -0.5218], [-0.5694, -1.7767, -1.8847], [0.3914, -0.8116, -2.5754], [1.2639, -0.2215, -1.9586], [0.2367, -0.7142, -3.9247], [-0.9346, -1.2526, -4.6088], [1.0541, 0.2494, -4.6375], [-3.0115, -4.5121, 3.0396], [-2.5053, -4.5716, 1.3515], [-3.4726, -3.1962, 1.9379], [-1.9054, -2.1285, 4.3502], [-0.2172, -2.6525, 4.1597], [-1.4657, -3.8494, 4.5669], [-2.1360, -2.4454, -0.0079], [-0.8690, -3.7117, 0.0036], [-1.5936, -1.4158, -2.0233], [-0.4930, -2.7784, -2.3313], [-0.9122, -2.3458, -4.6312], [-0.9158, -0.8948, -5.6369], [-1.8614, -0.9184, -4.1452], [1.9069, 0.5096, -4.0179], [0.4882, 1.1600, -4.8578], [1.4065, -0.1865, -5.5744], [0.1826, 8.0741, 0.5467], [-0.2530, 6.3693, 0.3783], [-1.5482, 6.0279, -0.0310], [-1.9066, 4.7179, -0.1809], [-3.5275, 4.3907, -0.7217], [-1.0161, 3.6002, 0.1066], [-1.3560, 2.3988, 0.0358], [0.3098, 4.0336, 0.4776], [1.4131, 3.0843, 0.6789], [1.3952, 1.8841, 0.5357], [0.6598, 5.3814, 0.6135], [-2.2754, 6.8044, -0.2302], [2.3682, 3.5777, 0.9652], [1.6754, 5.6327, 0.9034], [2.3608, -2.4165, 3.7883], [2.1084, -0.9747, 4.0995], [3.0243, 0.0473, 3.5918], [-3.2285, -0.6881, 1.8901], [-3.4436, 0.0655, 0.9347], [-2.9075, -0.1571, -0.2978], [-3.2184, 0.9590, -1.4378], [-4.9883, 0.9825, -1.2650], [-3.0252, 0.2738, -2.7232], [-5.2746, 1.4721, -0.0235], [-6.3665, 2.3191, 0.1413], [-6.5939, 2.9176, 1.3693], [-5.7491, 2.6674, 2.4504], [-4.7098, 1.7643, 2.3005], [-4.4639, 1.1630, 1.0743], [-7.0034, 2.5187, -0.7123], [-7.4210, 3.6103, 1.4769], [-5.9152, 3.1584, 3.4011], [-4.0650, 1.5047, 3.1312], [3.5293, -2.7936, -2.1421], [2.9992, -2.8815, -0.7073], [3.0507, -1.0630, 0.5443], [4.1624, 0.2290, -0.8263], [5.1508, 1.1274, -0.0704], [4.8656, -1.7279, 1.5023], [5.9459, -2.3103, 0.5896], [3.4104, -3.7393, -2.6866], [4.5932, -2.5411, -2.1605], [3.0054, -2.0198, -2.7105], [3.5227, -3.6620, -0.1500], [1.9403, -3.1585, -0.7223], [3.3953, 0.8409, -1.3046], [4.6613, -0.3466, -1.6108], [4.6607, 1.6218, 0.7752], [5.5629, 1.9125, -0.7155], [5.9908, 0.5599, 0.3356], [4.5368, -2.4458, 2.2566], [5.2357, -0.8596, 2.0492], [5.6382, -3.2643, 0.1536], [6.8811, -2.4941, 1.1336], [6.1840, -1.6405, -0.2434]], "mulliken_charge": [0.4897, -0.9905, 0.2808, -0.8077, 0.3742, -0.3451, -1.1213, 0.7031, -1.0967, 0.2071, -0.6683, 0.3715, -0.9183, -1.1400, 0.3619, 0.2977, 0.2668, 0.2288, 0.1004, 0.3851, 0.5095, 0.4369, 0.3935, 0.5003, 0.2697, 0.3971, 0.3210, 0.2590, 0.3542, 0.3995, -0.2988, 0.1186, -0.6703, 0.3573, -0.2175, -0.8403, 0.3390, 0.9223, -0.6008, 0.2011, -0.8840, 0.4431, 0.1167, 0.3634, -0.5896, 0.2278, -0.5016, -0.5808, 0.4734, -0.0783, 0.6231, -0.6473, -0.7817, 0.4143, -0.5818, -0.3070, -0.7814, -0.4348, 0.1694, 0.3961, 0.3442, 0.3903, 0.4335, -1.1852, -0.6327, 0.3917, -0.6843, -1.4430, -0.9220, -1.0905, 0.3972, 0.3280, 0.0913, 0.7644, 0.0516, 0.2546, 0.4591, 0.2897, 0.3743, 0.3355, 0.5807, 0.4266, 0.2763, 0.3579, 0.2213], "e_homo_ev": -1.707, "de_lowest_ev": 1.404, "orbital_gap_ev": 5.595, "total_charge": -2}

---

# 2
{"formula": "C11H30ClCrI2N2OP2", "method": "the ωB97M-V functional and the def2-TZVPD basis", "species": ["I", "I", "Cr", "P", "C", "C", "H", "H", "H", "H", "H", "H", "C", "H", "H", "H", "P", "C", "C", "H", "H", "H", "C", "H", "H", "H", "H", "H", "H", "Cl", "C", "N", "C", "C", "O", "N", "C", "C", "H", "H", "H", "H", "H", "H", "H", "H", "H", "H", "H", "H"], "coordinates": [[-0.6194, -1.9336, 2.1232], [-1.1581, -0.6036, -2.6374], [-1.2838, -1.8314, -0.3705], [0.8829, -2.8609, -0.9000], [2.3964, -1.8617, -0.7313], [1.2590, -4.3346, 0.0859], [2.0548, -4.8899, -0.4276], [1.8385, -4.1885, -2.6658], [0.3618, -4.9555, 0.1668], [0.0612, -4.0050, -2.8597], [2.4800, -1.4876, 0.2954], [1.5855, -4.0421, 1.0870], [0.9937, -3.4885, -2.6066], [3.2617, -2.4970, -0.9682], [1.1406, -2.6530, -3.2983], [2.3697, -1.0058, -1.4146], [-3.1057, -0.3138, 0.2788], [-2.7020, 1.3932, 0.7715], [-4.3844, -0.0750, -0.9838], [-4.2341, -2.0091, 1.5691], [-5.0202, -0.4011, 1.7325], [-3.4989, -0.7707, 2.6233], [-4.0609, -0.9353, 1.6986], [-4.6314, -1.0378, -1.4405], [-5.2711, 0.3440, -0.4905], [-3.6409, 1.9277, 0.9752], [-2.1591, 1.8912, -0.0402], [-4.0235, 0.6073, -1.7574], [-2.0743, 1.3980, 1.6693], [-2.5241, -3.6105, -0.7252], [1.0000, 1.1905, 2.5949], [1.5753, 2.1250, 1.6587], [2.2868, 3.2578, 2.2076], [1.2849, 1.8297, 0.3590], [0.5750, 0.8187, 0.1412], [1.6919, 2.5231, -0.7447], [2.5378, 3.6849, -0.8831], [1.2257, 1.9526, -1.9801], [1.2904, 1.4886, 3.6062], [1.3520, 0.1744, 2.3794], [-0.0929, 1.1803, 2.4980], [3.3582, 3.2267, 1.9562], [1.8491, 4.2144, 1.8814], [2.1939, 3.1959, 3.2954], [3.3924, 3.4379, -1.5353], [1.9714, 4.4865, -1.3843], [2.9056, 4.0448, 0.0763], [1.5880, 0.9260, -2.0887], [0.1331, 1.8954, -1.9955], [1.5874, 2.5772, -2.8017]], "lowdin_spin": [0.1513, 0.1632, 2.3192, 0.1362, 0.0123, 0.0195, 0.0024, 0.0018, 0.0003, 0.0002, 0.0004, 0.0059, 0.0203, 0.0036, 0.0071, 0.0001, 0.1368, 0.0122, 0.0189, 0.0003, 0.0021, 0.0069, 0.0209, 0.0002, 0.0022, 0.0036, 0.0003, 0.0060, 0.0002, -0.0683, 0.0001, 0.0025, 0.0003, 0.0007, 0.0051, 0.0029, 0.0002, 0.0003, 0.0000, -0.0007, 0.0013, 0.0002, 0.0001, 0.0000, 0.0002, 0.0001, 0.0000, 0.0014, -0.0007, 0.0000], "spin_multiplicity": 4, "e_homo_ev": [-14.018, -13.991], "orbital_gap_ev": [3.823, 2.861], "total_charge": 2}

---

# 3
{"formula": "C3H7NO", "method": "the ωB97M-V functional and the def2-TZVPD basis", "species": ["C", "C", "C", "N", "O", "H", "H", "H", "H", "H", "H", "H"], "coordinates": [[1.5516, -0.5350, 0.9892], [0.4474, 0.4937, 0.8284], [-0.4792, 0.2631, -0.3811], [-0.8826, -1.0179, -0.5453], [-0.8893, 1.1687, -1.0759], [1.1646, -1.5255, 1.2222], [2.1937, -0.2292, 1.8162], [2.1727, -0.5447, 0.0922], [-0.2064, 0.4936, 1.7056], [0.8159, 1.5129, 0.7208], [-0.3408, -1.8056, -0.2101], [-1.7416, -1.2146, -1.0176]], "mulliken_charge": [-1.1443, -0.2224, 0.4288, -0.3212, -0.5954, 0.3322, 0.3241, 0.3107, 0.2464, 0.2662, 0.1661, 0.2089], "smiles": "CCC(N)=O", "e_homo_ev": -9.680, "de_lowest_ev": 0.199, "orbital_gap_ev": 10.570}

---

# 4
{"formula": "C5H6O", "method": "the ωB97M-V functional and the def2-TZVPD basis", "species": ["C", "C", "C", "C", "C", "O", "H", "H", "H", "H", "H", "H"], "coordinates": [[-1.6778, -1.7708, 1.5082], [-0.7447, -1.2204, 0.9833], [0.3035, -0.6396, 0.1436], [0.0012, 0.8062, -0.2668], [1.0654, 1.4079, -1.1499], [2.1127, 0.8688, -1.4169], [-2.4834, -2.2272, 2.0352], [0.3461, -1.3004, -0.7277], [1.2975, -0.6926, 0.6006], [-0.9676, 0.8879, -0.7771], [-0.0865, 1.4596, 0.6147], [0.8337, 2.4206, -1.5471]], "mulliken_charge": [0.1601, -0.5874, -0.5444, -0.5167, 0.0016, -0.4708, 0.4220, 0.2666, 0.3118, 0.3243, 0.2981, 0.3348], "smiles": "C#CCCC=O", "e_homo_ev": -9.903, "de_lowest_ev": 1.823, "orbital_gap_ev": 10.810}

---

# 5
{"formula": "C6H13BOS", "method": "the ωB97M-V functional and the def2-TZVPD basis", "species": ["C", "C", "C", "B", "O", "C", "C", "C", "S", "H", "H", "H", "H", "H", "H", "H", "H", "H", "H", "H", "H", "H"], "coordinates": [[2.5582, -0.8185, -0.0154], [1.5967, 0.2938, 0.3386], [2.2369, 1.6457, -0.1153], [0.0876, 0.0181, 0.0271], [-0.4217, -1.1874, -0.0338], [-1.7977, -1.5039, -0.3815], [-2.6370, -0.6276, 0.4425], [-2.6024, 0.7735, -0.1380], [-0.9188, 1.6066, -0.1298], [2.6700, -1.0970, -1.1527], [2.2480, -1.7964, 0.6394], [3.6179, -0.4182, 0.2993], [1.6519, 0.4566, 1.3903], [2.7859, 1.3892, -1.1537], [1.5947, 2.5969, -0.2072], [3.1191, 1.8666, 0.5708], [-1.7402, -2.5109, -0.0890], [-1.7947, -1.3519, -1.4274], [-3.7486, -1.0482, 0.4419], [-2.3592, -0.5913, 1.5762], [-2.8079, 0.6947, -1.1537], [-3.3386, 1.6097, 0.2714]], "mulliken_charge": [-1.1468, 0.5681, -1.1664, 0.4645, -0.5728, -0.4666, -0.3351, -0.6624, -0.2563, 0.2735, 0.2413, 0.3498, 0.0822, 0.2450, 0.2965, 0.3235, 0.2586, 0.3344, 0.2846, 0.2203, 0.3576, 0.3066], "smiles": "CC(C)B1OCCCS1", "e_homo_ev": -8.998, "de_lowest_ev": 0.000, "orbital_gap_ev": 9.602}

---

# 6
{"formula": "H16O8", "method": "the ωB97M-V functional and the def2-TZVPD basis", "species": ["H", "H", "H", "H", "H", "H", "H", "H", "H", "H", "H", "H", "H", "H", "H", "H", "O", "O", "O", "O", "O", "O", "O", "O"], "coordinates": [[-1.2801, -0.3454, -0.0776], [-0.4440, 0.9234, -0.5851], [4.5341, 1.0048, -0.2952], [3.8339, 0.5869, -1.6672], [0.9834, 2.5077, -1.7324], [1.6214, 3.3616, -0.6198], [-0.4973, -4.6181, 1.4404], [-1.0425, -4.4753, -0.0299], [-5.0089, -0.4610, 2.2717], [-3.9907, 0.7113, 2.6721], [1.2460, -0.8367, -1.1564], [1.5679, -1.3809, -2.5200], [-1.9407, 1.6460, 0.7136], [-2.6881, 0.3879, 0.3199], [1.6379, 0.7245, 1.9786], [2.0614, -0.1961, 0.6529], [-0.9566, 0.1815, -0.8923], [4.6184, 0.9595, -1.2025], [1.5178, 3.2956, -1.5565], [-1.2292, -4.3011, 0.9181], [-4.7363, 0.4852, 2.0887], [1.0015, -1.5599, -1.7764], [-2.1528, 1.0525, -0.0764], [1.3434, 0.3462, 1.1317]], "mulliken_charge": [0.4097, 0.2342, 0.2905, 0.3096, 0.3395, 0.3001, 0.3132, 0.3318, 0.3322, 0.3135, 0.2158, 0.2931, 0.2788, 0.2565, 0.2843, 0.3009, -0.5829, -0.5951, -0.6149, -0.6459, -0.6491, -0.5220, -0.6211, -0.5725], "e_homo_ev": -6.968, "de_lowest_ev": 8.645, "orbital_gap_ev": 6.664}